{"formula": "C2H3NO2", "method": "wB97M-V/def2-TZVPD", "molar_mass_g_mol": 73.051, "charge": 0, "smiles": "C#[N+][O-].C=O", "homo_lumo_gap_ev": 10.44, "symbols": ["C", "C", "N", "O", "O", "H", "H", "H"], "xyz": [[-1.39447, -0.95515, -0.36093], [1.23043, 1.51220, 0.70667], [1.63580, 0.54055, 0.21476], [2.22472, -0.38234, -0.20541], [-0.22623, -1.20299, -0.24804], [-2.09981, -1.24796, 0.42143], [-1.85753, -0.45979, -1.21884], [0.48709, 2.19548, 0.69035]], "mulliken_charge": [-0.1060, -0.2200, 0.4736, -0.5348, -0.3679, 0.2343, 0.2326, 0.2882]}